{"formula": "C40H75N3O10S2", "method": "ωB97M-V with the def2-TZVPD basis set", "e_tot_ha": -3281.9506, "mol_weight_g_mol": 822.185, "fmax_ev_per_a": 1.2, "smiles": "CCN(CC)C(=S)SCCCc1cnc2ccc(CCCCCOC)cc2n1.COCCOCCOC.COCCOCCOC.COCCOCCOC", "symbols": ["C", "C", "N", "C", "C", "C", "S", "S", "C", "C", "C", "C", "C", "N", "C", "C", "C", "C", "C", "C", "C", "C", "C", "O", "C", "C", "C", "N", "H", "H", "H", "H", "H", "H", "H", "H", "H", "H", "H", "H", "H", "H", "H", "H", "H", "H", "H", "H", "H", "H", "H", "H", "H", "H", "H", "H", "H", "H", "H", "H", "H", "C", "O", "C", "C", "O", "C", "C", "O", "C", "H", "H", "H", "H", "H", "H", "H", "H", "H", "H", "H", "H", "H", "H", "C", "O", "C", "C", "O", "C", "C", "O", "C", "H", "H", "H", "H", "H", "H", "H", "H", "H", "H", "H", "H", "H", "H", "C", "O", "C", "C", "O", "C", "C", "O", "C", "H", "H", "H", "H", "H", "H", "H", "H", "H", "H", "H", "H", "H", "H"], "xyz": [[-1.24210, 2.12605, 4.75739], [-2.15224, 3.24135, 5.29189], [-2.46230, 4.36037, 4.39725], [-1.29876, 5.05784, 3.84528], [-0.45910, 5.76349, 4.91693], [-3.47348, 4.14037, 3.48744], [-4.06527, 2.69784, 2.99378], [-4.14572, 5.66553, 2.86638], [-5.74978, 5.17610, 2.20216], [-6.30768, 6.31184, 1.36258], [-7.70997, 5.99358, 0.74485], [-8.24271, 4.64431, 1.11916], [-7.95950, 3.51924, 0.30368], [-8.35037, 2.30595, 0.56604], [-9.05898, 2.18000, 1.72422], [-9.50891, 0.89865, 2.12911], [-10.21298, 0.74136, 3.30260], [-10.52404, 1.85225, 4.13516], [-11.31083, 1.58287, 5.39282], [-11.25651, 2.66794, 6.47464], [-9.84938, 3.07517, 6.90180], [-9.74112, 4.41664, 7.63966], [-10.38089, 5.60816, 6.96781], [-9.57658, 6.04672, 5.88572], [-10.31140, 6.63715, 4.84282], [-10.10364, 3.10202, 3.73338], [-9.36546, 3.28304, 2.53757], [-8.95080, 4.54256, 2.21057], [-1.81658, 1.31233, 4.33608], [-0.48740, 2.46525, 4.05571], [-0.70372, 1.70211, 5.60478], [-1.70387, 3.63353, 6.19908], [-3.09326, 2.79893, 5.59992], [-0.68298, 4.42028, 3.21045], [-1.68165, 5.84066, 3.19773], [-0.69679, 5.41659, 5.91600], [-0.66163, 6.82893, 4.90122], [0.60086, 5.62056, 4.73000], [-5.62143, 4.28356, 1.59867], [-6.39196, 4.94041, 3.04401], [-6.40332, 7.20969, 1.96443], [-5.60207, 6.51666, 0.56220], [-7.65474, 6.10851, -0.33289], [-8.40897, 6.72011, 1.14369], [-7.38562, 3.67580, -0.60120], [-9.27437, 0.03848, 1.52038], [-10.53750, -0.23782, 3.62367], [-10.99683, 0.63112, 5.81750], [-12.34842, 1.45934, 5.08077], [-11.88481, 3.49930, 6.16200], [-11.74047, 2.25125, 7.35746], [-9.13295, 3.07479, 6.08755], [-9.50496, 2.31098, 7.59923], [-10.09337, 4.34986, 8.66741], [-8.67916, 4.65305, 7.70657], [-10.45489, 6.41468, 7.70577], [-11.39776, 5.42866, 6.61447], [-10.73895, 7.60320, 5.12545], [-11.12181, 5.98443, 4.50695], [-9.63334, 6.77486, 4.00682], [-10.30608, 3.97957, 4.32640], [3.07827, -1.78933, -0.96154], [1.68833, -1.66581, -0.75080], [1.20667, -2.48593, 0.30024], [0.09665, -1.80700, 1.07145], [0.52861, -0.75480, 1.91966], [0.89437, 0.48158, 1.32556], [-0.26238, 1.27974, 0.76613], [-0.69373, 0.74947, -0.47569], [-2.05838, 0.99600, -0.73231], [3.33469, -2.78114, -1.34846], [3.37093, -1.03912, -1.69442], [3.63461, -1.60232, -0.03599], [2.01727, -2.74272, 0.99136], [0.81405, -3.41363, -0.13779], [-0.32803, -2.55424, 1.74654], [-0.70437, -1.48134, 0.40580], [1.67615, 0.34690, 0.57595], [1.32302, 1.06408, 2.14508], [0.06539, 2.31625, 0.60106], [-1.08485, 1.28084, 1.49237], [-2.68327, 0.63710, 0.09346], [-2.33004, 0.45047, -1.63433], [-2.24219, 2.06482, -0.89149], [10.43993, -2.49511, -2.54127], [9.37422, -3.10513, -3.23666], [8.57765, -3.94691, -2.41612], [7.11851, -3.88494, -2.80906], [6.45871, -2.68391, -2.44218], [6.74837, -1.51261, -3.19335], [6.21355, -1.52130, -4.60839], [7.01205, -2.32825, -5.45861], [6.28872, -2.85814, -6.54706], [11.18624, -3.23503, -2.23016], [10.90865, -1.78254, -3.21806], [10.07693, -1.95078, -1.66279], [8.68045, -3.66576, -1.36283], [8.92960, -4.98133, -2.53751], [6.60315, -4.67118, -2.25167], [6.98582, -4.10415, -3.87012], [7.81522, -1.28479, -3.17841], [6.23571, -0.70950, -2.65884], [6.22675, -0.49349, -4.99580], [5.17800, -1.88132, -4.59914], [5.40100, -3.40190, -6.20368], [6.94083, -3.55643, -7.06866], [5.98478, -2.06870, -7.24362], [10.85762, -5.02976, -5.35645], [10.39108, -6.29304, -5.79620], [9.13316, -6.21800, -6.44123], [9.03214, -7.20429, -7.58356], [9.78555, -6.85041, -8.73255], [11.19532, -7.01514, -8.68886], [11.66356, -8.45327, -8.71010], [11.49842, -9.06728, -7.44328], [11.32616, -10.46286, -7.52677], [10.22858, -4.62742, -4.55561], [11.87385, -5.16732, -4.98694], [10.88524, -4.31337, -6.18614], [8.95774, -5.20637, -6.82436], [8.35079, -6.45228, -5.70479], [7.99172, -7.20195, -7.91937], [9.26123, -8.21814, -7.25070], [11.63325, -6.47307, -7.84912], [11.55547, -6.54532, -9.60691], [12.73176, -8.47254, -8.96670], [11.10630, -9.00196, -9.47856], [10.50023, -10.71945, -8.20047], [11.08310, -10.82472, -6.52935], [12.24239, -10.95682, -7.87071]], "lowdin_charge": [-0.09, -0.25, -0.22, -0.24, -0.06, -1.06, 0.71, 0.94, -0.53, -0.24, -0.12, -0.30, -0.08, 0.15, -0.22, 0.00, -0.03, -0.21, -0.15, -0.20, -0.20, -0.17, -0.25, -0.18, -0.13, 0.04, -0.18, 0.20, 0.04, 0.06, 0.07, 0.10, 0.10, 0.11, 0.07, 0.06, 0.07, 0.07, 0.03, 0.08, 0.10, 0.10, 0.11, 0.11, 0.12, 0.11, 0.11, 0.12, 0.12, 0.10, 0.11, 0.10, 0.11, 0.11, 0.12, 0.12, 0.10, 0.09, 0.08, 0.07, 0.09, -0.11, -0.20, -0.20, -0.18, -0.12, -0.18, -0.21, -0.20, -0.11, 0.09, 0.08, 0.09, 0.12, 0.13, 0.13, 0.12, 0.12, 0.12, 0.13, 0.11, 0.08, 0.09, 0.09, -0.11, -0.24, -0.20, -0.18, -0.13, -0.18, -0.20, -0.20, -0.11, 0.09, 0.09, 0.09, 0.13, 0.13, 0.13, 0.12, 0.12, 0.12, 0.13, 0.13, 0.09, 0.08, 0.09, -0.09, -0.19, -0.20, -0.18, -0.12, -0.18, -0.21, -0.20, -0.12, 0.07, 0.09, 0.10, 0.12, 0.13, 0.13, 0.12, 0.12, 0.13, 0.13, 0.13, 0.09, 0.09, 0.09]}